# 1
C20H27N3O2SSbScSe4 as an isolated structure. Source: the Open Molecules 2025 dataset; level of theory: ωB97M-V/def2-TZVPD.

Computed properties:
frontier orbital gap = 5.0573 eV
LUMO = -1.42 eV
ΔE to the lowest compared entry with this formula, charge and spin = 3.219 eV
E_tot = -12098.0885 Eh
strongest force on any atom = 2.41 eV/Å
M = 856.1 g/mol

Geometry (Å):
1 Sc -2.44013 0.43818 -0.41837
2 C -1.79396 0.02776 2.74114
3 C -0.52302 0.79547 2.42901
4 N -0.44150 1.12140 0.99629
5 C -0.00979 2.49505 0.71130
6 C -1.08576 3.53911 0.99653
7 S -2.68688 3.15266 0.21935
8 C -3.80798 2.94734 1.62171
9 C -3.33838 1.94506 2.66421
10 N -2.94059 0.65159 2.07708
11 H -1.70556 -0.98795 2.35440
12 H -1.91472 -0.03569 3.82802
13 H -0.49193 1.72406 3.00113
14 H 0.33274 0.19983 2.75487
15 H 0.21858 0.49805 0.54896
16 H 0.88721 2.75320 1.28715
17 H 0.23597 2.54031 -0.34325
18 H -1.25103 3.68444 2.06603
19 H -0.75736 4.48813 0.57798
20 H -3.99593 3.91841 2.08286
21 H -4.72362 2.60671 1.14080
22 H -2.48727 2.35693 3.20450
23 H -4.13687 1.81105 3.39631
24 H -3.72499 0.02115 2.11969
25 Se -4.79567 3.05796 -3.23512
26 Sb -3.92646 0.86299 -2.90621
27 Se -1.23161 1.26833 -2.43927
28 Se -4.92154 0.02899 -0.63632
29 Se -3.93811 -0.94763 -4.45732
30 C 4.54755 1.41056 -3.29658
31 O 3.57354 0.51719 -2.75468
32 C 3.82523 -0.05267 -1.55278
33 C 4.97685 0.13305 -0.80766
34 C 5.08830 -0.46096 0.44425
35 C 4.06007 -1.24553 0.94313
36 C 2.91457 -1.45339 0.18406
37 C 2.79753 -0.86201 -1.06243
38 N 1.62669 -0.88840 -1.88723
39 C 0.47833 -1.47162 -1.75130
40 C 0.10865 -2.59404 -0.95423
41 C 0.87330 -3.77631 -0.84318
42 C 0.28969 -4.91669 -0.36034
43 C -1.06411 -4.88336 0.04021
44 C -1.80237 -3.72412 -0.00108
45 C -1.20525 -2.53535 -0.46037
46 O -1.79203 -1.38752 -0.39913
47 H 4.74244 2.23547 -2.61154
48 H 4.12223 1.79660 -4.21522
49 H 5.47706 0.88459 -3.51765
50 H 5.78509 0.74095 -1.19141
51 H 5.98706 -0.30200 1.02870
52 H 4.14411 -1.70449 1.91903
53 H 2.11468 -2.06885 0.57193
54 H 1.67412 -0.21214 -2.64153
55 H -0.31132 -1.02153 -2.35528
56 H 1.89144 -3.79254 -1.21940
57 H 0.84725 -5.84431 -0.32383
58 H -1.53374 -5.79662 0.38826
59 H -2.84082 -3.68688 0.30387

Forces on atoms 1 to 3 (eV/Å):
Sc 0.630 0.777 2.194
C -0.083 -0.023 0.019
C 0.049 0.053 -0.053

Results of the natural (NBO) charge analysis, in e, for atoms 1 through 8: 0.94, -0.23, -0.23, -0.65, -0.23, -0.55, 0.34, -0.55

# 2
C20H27N3O3 in the gas phase. Source: the Open Molecules 2025 dataset; level of theory: ωB97M-V/def2-TZVPD.

Computed properties:
frontier orbital gap = 9.0245 eV
SMILES = CCCCCC(=O)N1CCC[C@@H](c2nc(-c3ccc(OC)cc3)no2)C1
LUMO = 0.77 eV
ΔE to the lowest compared entry with this formula, charge and spin = 3.188 eV
E_tot = -1168.2969 Eh
strongest force on any atom = 1.29 eV/Å
M = 357.5 g/mol

Geometry (Å):
1 C -1.75768 6.58196 -2.98287
2 C -0.81614 5.39639 -3.15550
3 C -0.96018 4.38796 -2.01821
4 C -0.02137 3.19603 -2.18859
5 C -0.18611 2.18152 -1.05269
6 C 0.73720 0.99745 -1.25339
7 O 0.34284 -0.03308 -1.76527
8 N 2.04698 1.14835 -0.90875
9 C 2.62986 2.22551 -0.14245
10 C 2.81170 1.80462 1.31910
11 C 3.61911 0.50981 1.40728
12 C 3.05099 -0.58386 0.49336
13 C 1.73257 -1.10061 0.94079
14 N 1.37504 -2.34475 0.96385
15 C 0.07052 -2.29101 1.37934
16 C -0.75529 -3.46530 1.54546
17 C -2.07979 -3.34800 1.95520
18 C -2.87111 -4.46958 2.10856
19 C -2.34430 -5.73365 1.85216
20 O -3.03004 -6.90090 1.97004
21 C -4.37976 -6.85670 2.36612
22 C -1.01318 -5.85048 1.44072
23 C -0.22848 -4.73161 1.28815
24 N -0.32879 -1.06562 1.60917
25 O 0.74635 -0.28051 1.32505
26 C 2.89097 -0.02252 -0.93456
27 H -2.79237 6.24688 -2.96420
28 H -1.55039 7.10201 -2.04992
29 H -1.64011 7.28717 -3.80224
30 H -1.02792 4.89970 -4.10481
31 H 0.21561 5.75441 -3.19315
32 H -1.99174 4.03153 -1.98157
33 H -0.74876 4.88466 -1.06756
34 H -0.23427 2.69657 -3.13585
35 H 1.01182 3.55020 -2.23062
36 H -1.20352 1.78774 -1.07271
37 H -0.02483 2.65197 -0.08275
38 H 3.60904 2.45208 -0.58294
39 H 2.01708 3.12157 -0.20613
40 H 1.83092 1.65953 1.77203
41 H 3.32663 2.59673 1.86521
42 H 4.64827 0.70423 1.09484
43 H 3.64395 0.15516 2.43944
44 H 3.72676 -1.44267 0.46564
45 H -2.48018 -2.36534 2.14884
46 H -3.89509 -4.34939 2.42570
47 H -4.49183 -6.42427 3.36557
48 H -4.71540 -7.89246 2.38323
49 H -4.98917 -6.29111 1.65414
50 H -0.62490 -6.83768 1.24580
51 H 0.79786 -4.81416 0.96724
52 H 3.87479 0.24834 -1.32944
53 H 2.42582 -0.76480 -1.58590

Forces on atoms 1 to 3 (eV/Å):
C 0.188 -0.122 -0.136
C -0.218 0.041 0.266
C 0.330 -0.054 -0.370

Results of the natural (NBO) charge analysis, in e, for atoms 1 through 8: -0.60, -0.39, -0.39, -0.38, -0.49, 0.71, -0.63, -0.46

# 3
C20H27N3O3 in the gas phase. Source: the Open Molecules 2025 dataset; level of theory: ωB97M-V/def2-TZVPD.

Computed properties:
frontier orbital gap = 9.1168 eV
SMILES = CCCCCC(=O)N1CCC[C@@H](c2nc(-c3ccc(OC)cc3)no2)C1
LUMO = 0.73 eV
ΔE to the lowest compared entry with this formula, charge and spin = 3.167 eV
E_tot = -1168.2977 Eh
strongest force on any atom = 1.26 eV/Å
M = 357.5 g/mol

Geometry (Å):
1 C -8.18331 -1.93020 -1.42755
2 C -8.13548 -1.03865 -0.19248
3 C -7.03850 -1.43670 0.79627
4 C -5.61636 -1.37839 0.23624
5 C -5.20880 0.02782 -0.21683
6 C -3.75996 0.03366 -0.66638
7 O -3.47076 -0.03187 -1.84667
8 N -2.79824 0.05207 0.29307
9 C -2.97358 0.26665 1.70974
10 C -2.42616 1.64274 2.09866
11 C -0.95442 1.74562 1.71227
12 C -0.78681 1.45038 0.21418
13 C 0.65284 1.43626 -0.13528
14 N 1.52807 0.53673 0.18839
15 C 2.68856 1.01566 -0.36367
16 C 3.95519 0.32712 -0.26290
17 C 4.03278 -0.89381 0.39852
18 C 5.23502 -1.56737 0.49896
19 C 6.38546 -1.02256 -0.06575
20 O 7.61619 -1.59438 -0.02931
21 C 7.76892 -2.83598 0.61605
22 C 6.30692 0.20672 -0.73001
23 C 5.10930 0.87343 -0.82881
24 N 2.51056 2.15459 -0.98500
25 O 1.18660 2.43718 -0.84261
26 C -1.41050 0.08369 -0.11022
27 H -8.26309 -2.97636 -1.13932
28 H -9.04577 -1.67719 -2.04000
29 H -7.29129 -1.80612 -2.03554
30 H -7.99926 -0.00006 -0.49828
31 H -9.09525 -1.10032 0.32678
32 H -7.22883 -2.45740 1.13731
33 H -7.10273 -0.78138 1.66964
34 H -4.92728 -1.72793 1.00936
35 H -5.52181 -2.05917 -0.61003
36 H -5.39151 0.75776 0.57258
37 H -5.79870 0.31167 -1.08849
38 H -4.02058 0.18268 1.99044
39 H -2.41264 -0.50947 2.24519
40 H -2.54250 1.79409 3.17249
41 H -2.99694 2.41529 1.57901
42 H -0.57110 2.74192 1.94004
43 H -0.36941 1.01765 2.27858
44 H -1.27912 2.22954 -0.37522
45 H 3.13684 -1.31029 0.83190
46 H 5.26472 -2.51336 1.01638
47 H 8.82217 -3.09264 0.51446
48 H 7.16049 -3.61272 0.14207
49 H 7.51390 -2.77078 1.67861
50 H 7.20970 0.61064 -1.16006
51 H 5.04105 1.82003 -1.34061
52 H -1.37238 -0.11049 -1.18354
53 H -0.85290 -0.69522 0.41948

Forces on atoms 1 to 3 (eV/Å):
C -0.049 0.214 0.143
C 0.065 -0.185 0.078
C 0.032 0.070 -0.149

Results of the natural (NBO) charge analysis, in e, for atoms 1 through 8: -0.61, -0.40, -0.39, -0.39, -0.50, 0.69, -0.63, -0.45

# 4
C20H27N3O3 in the gas phase. Source: the Open Molecules 2025 dataset; level of theory: ωB97M-V/def2-TZVPD.

Computed properties:
frontier orbital gap = 8.1612 eV
SMILES = CCOC(=O)c1cnc2c(CC)cccc2c1NCCN1CCOCC1
LUMO = 0.23 eV
ΔE to the lowest compared entry with this formula, charge and spin = 2.456 eV
E_tot = -1168.3238 Eh
strongest force on any atom = 0.70 eV/Å
M = 357.5 g/mol

Geometry (Å):
1 C 4.96380 2.91746 0.04139
2 C 4.44333 1.49830 -0.11116
3 O 3.01833 1.52406 -0.14079
4 C 2.39357 0.72769 -1.02042
5 O 3.00147 -0.03578 -1.75332
6 C 0.93898 0.87032 -0.96973
7 C 0.36305 1.88807 -0.17671
8 N -0.90578 2.02606 0.04786
9 C -1.76966 1.20373 -0.59638
10 C -3.15574 1.41473 -0.39704
11 C -3.61040 2.43215 0.60629
12 C -3.61671 1.83601 2.01523
13 C -4.05402 0.67482 -1.12671
14 C -3.62153 -0.24261 -2.08828
15 C -2.28480 -0.48290 -2.26740
16 C -1.32740 0.18974 -1.48603
17 C 0.08147 -0.05403 -1.59057
18 N 0.56522 -1.09265 -2.33272
19 C 0.16896 -2.45542 -2.04933
20 C 0.87723 -2.94551 -0.77441
21 N 0.54902 -2.06434 0.32917
22 C -0.69542 -2.40745 0.99302
23 C -1.02807 -1.32791 2.02258
24 O 0.00412 -1.18525 2.96900
25 C 1.21269 -0.85577 2.32694
26 C 1.61008 -1.92641 1.31013
27 H 4.57508 3.36163 0.95387
28 H 4.64986 3.52600 -0.80294
29 H 6.04908 2.90496 0.08546
30 H 4.80863 1.03638 -1.03488
31 H 4.74977 0.87847 0.73955
32 H 1.01211 2.59962 0.31635
33 H -4.61471 2.77609 0.35124
34 H -2.92492 3.27894 0.58578
35 H -3.98799 2.56559 2.73088
36 H -2.60875 1.55018 2.30298
37 H -4.25355 0.95430 2.05518
38 H -5.11393 0.83322 -0.98597
39 H -4.34980 -0.75487 -2.69999
40 H -1.95796 -1.14781 -3.05169
41 H 1.58023 -1.02363 -2.41955
42 H 0.45246 -3.08397 -2.89701
43 H -0.90811 -2.51538 -1.90488
44 H 0.59894 -3.99270 -0.57372
45 H 1.95676 -2.90356 -0.93961
46 H -1.49918 -2.45561 0.25613
47 H -0.61932 -3.38599 1.50187
48 H -1.92543 -1.59440 2.58351
49 H -1.19219 -0.37502 1.50012
50 H 1.96572 -0.77365 3.11279
51 H 1.11090 0.11104 1.81223
52 H 2.52631 -1.61994 0.80065
53 H 1.79820 -2.87698 1.84101

Forces on atoms 1 to 3 (eV/Å):
C -0.334 -0.322 0.016
C 0.657 -0.035 -0.201
O -0.237 0.162 0.069

Results of the natural (NBO) charge analysis, in e, for atoms 1 through 8: -0.62, -0.08, -0.51, 0.79, -0.65, -0.27, 0.11, -0.49

# 5
C20H27N3O3S in the gas phase. Source: the Open Molecules 2025 dataset; level of theory: ωB97M-V/def2-TZVPD.

Computed properties:
frontier orbital gap = 8.7360 eV
SMILES = CN(C)CCNC(=O)C1CCN(S(=O)(=O)c2ccc3ccccc3c2)CC1
LUMO = 0.11 eV
ΔE to the lowest compared entry with this formula, charge and spin = 1.328 eV
E_tot = -1566.5042 Eh
strongest force on any atom = 0.99 eV/Å
M = 389.5 g/mol

Geometry (Å):
1 C -5.46645 -0.33352 -2.26677
2 N -5.52869 -0.06455 -0.84408
3 C -6.82133 -0.43772 -0.30496
4 C -5.18258 1.31602 -0.53299
5 C -4.66982 1.43151 0.90709
6 N -3.61342 0.47195 1.12683
7 C -2.31168 0.83037 1.20013
8 O -1.94497 1.97973 1.32306
9 C -1.35317 -0.35608 1.11897
10 C 0.00457 -0.00123 1.72352
11 C 0.99469 -1.14251 1.51723
12 N 1.10655 -1.44008 0.10638
13 S 2.41549 -2.43547 -0.24206
14 O 2.53227 -3.49612 0.72246
15 O 2.31900 -2.79304 -1.62744
16 C 3.75745 -1.27596 -0.01755
17 C 4.72852 -1.51179 0.96193
18 C 5.74317 -0.61099 1.13153
19 C 5.81791 0.54990 0.33045
20 C 6.85313 1.49648 0.48282
21 C 6.90331 2.61087 -0.30709
22 C 5.92158 2.83330 -1.28621
23 C 4.90459 1.93716 -1.46018
24 C 4.82466 0.77638 -0.66203
25 C 3.79029 -0.17040 -0.81448
26 C -0.14898 -1.86399 -0.47564
27 C -1.16433 -0.73179 -0.35743
28 H -5.67089 -1.39012 -2.43540
29 H -6.19155 0.25794 -2.84570
30 H -4.46477 -0.11259 -2.63299
31 H -6.99687 -1.49417 -0.50313
32 H -7.64546 0.14289 -0.74769
33 H -6.82946 -0.28466 0.77193
34 H -4.37487 1.62004 -1.20255
35 H -6.03122 2.00312 -0.68302
36 H -4.25261 2.42505 1.08007
37 H -5.47394 1.25305 1.62632
38 H -3.85355 -0.47141 0.85960
39 H -1.78520 -1.20793 1.65508
40 H 0.37679 0.90138 1.23811
41 H -0.10271 0.20626 2.78874
42 H 0.67338 -2.03601 2.07385
43 H 1.98825 -0.85997 1.87188
44 H 4.64396 -2.40825 1.55581
45 H 6.50344 -0.77453 1.88129
46 H 7.60725 1.32279 1.23675
47 H 7.69972 3.32985 -0.18414
48 H 5.97865 3.71976 -1.90026
49 H 4.14603 2.10069 -2.21121
50 H 3.02328 -0.03224 -1.56014
51 H -0.53003 -2.76397 0.03211
52 H 0.05448 -2.11278 -1.51785
53 H -0.79218 0.13952 -0.89852
54 H -2.11164 -1.04215 -0.80242

Forces on atoms 1 to 3 (eV/Å):
C 0.034 -0.039 0.042
N -0.003 0.078 -0.058
C 0.061 -0.030 0.004

Results of the natural (NBO) charge analysis, in e, for atoms 1 through 8: -0.41, -0.46, -0.42, -0.23, -0.23, -0.62, 0.69, -0.63